ORCA calculation (ωB97M-V with the def2-TZVPD basis set) on a structure of composition C18H32BLiO5P at a distorted geometry.

XYZ file:
```
58
Properties=species:S:1:pos:R:3
C -0.574 -1.522 4.871
C 0.455 -0.615 4.073
C 1.551 -1.474 3.285
C 1.314 0.140 5.215
C -0.190 0.537 3.218
C -1.251 0.142 2.113
C -1.285 -1.355 1.657
C -2.696 0.474 2.701
C -0.988 1.094 0.873
C -1.943 2.052 0.353
C -1.568 2.893 -0.799
C -0.266 2.836 -1.418
O 0.122 3.621 -2.511
C 0.241 2.737 -3.659
C 1.712 2.284 -4.000
O 1.766 0.939 -4.515
C 2.048 0.024 -3.459
C 2.363 -1.433 -3.945
B 1.172 -2.135 -4.725
P -0.653 -2.231 -4.138
O -1.506 -1.976 -5.336
O -1.093 -1.113 -2.987
O -1.081 -3.739 -3.498
C 0.695 1.870 -0.888
C 0.321 1.025 0.218
H -0.789 -2.489 4.349
H -1.520 -0.925 5.000
H -0.204 -1.755 5.901
H 2.472 -1.635 3.893
H 1.820 -0.973 2.314
H 1.108 -2.469 2.999
H 1.469 -0.491 6.119
H 0.870 1.145 5.419
H 2.318 0.330 4.736
H -0.721 1.213 3.949
H 0.663 1.164 2.832
H -1.987 -1.457 0.773
H -1.713 -2.034 2.446
H -0.299 -1.769 1.315
H -2.653 1.526 3.075
H -2.967 -0.239 3.525
H -3.478 0.414 1.902
H -2.959 2.158 0.792
H -2.322 3.618 -1.189
H -0.415 1.853 -3.454
H -0.153 3.320 -4.537
H 2.460 2.455 -3.182
H 2.057 2.934 -4.854
H 2.890 0.413 -2.814
H 1.148 -0.035 -2.790
H 2.630 -2.044 -3.036
H 3.297 -1.388 -4.570
H 1.427 -2.684 -5.748
H -1.837 -0.560 -3.299
H -1.666 -3.551 -2.746
H 1.724 1.751 -1.291
H 1.060 0.282 0.605
Li -2.499 -3.367 -1.402
```

Calculated values
Net charge: +1
Largest force on an atom: 3.76 eV/Å
Electronic energy: -1454.68682 a.u.
LUMO: -5.41 eV
Frontier orbital gap: 0.2107 Eh